Entry 1:
# C3H10N2O2

A cluster of 2 separate species, C3H10N2O2 in total at a distorted geometry (ωB97M-V/def2-TZVPD, OMol25).

E_HOMO, eV: -8.9
DFT total energy, eV: -10347.8358
Kohn-Sham gap, eV: 9.639

Last column: Mulliken charge in e.
Geometry (Å):
C: -0.2174 1.3267 -1.1427  -1.202
C: -0.0690 0.1807 -0.2067  0.841
O: 0.4817 -0.8162 -0.6154  -0.686
N: -0.5413 0.3604 1.0518  -0.217
C: -0.6398 -0.7754 1.9584  -0.364
N: 0.6138 -0.7696 2.6466  -0.501
H: -1.0795 2.0313 -1.0292  0.331
H: 0.7635 1.8880 -1.0905  0.247
H: -0.4625 0.8759 -2.1531  0.365
H: -0.8094 1.3737 1.2988  0.255
H: -1.4782 -0.6815 2.7189  0.294
H: -0.6238 -1.7399 1.2613  0.297
H: 0.7982 -0.1507 3.3497  0.142
H: 1.4484 -0.9831 2.1263  0.221
O: 0.5712 -0.4013 -3.5723  -0.658
H: 0.2805 -1.1720 -3.9460  0.283
H: 0.9637 -0.5469 -2.6559  0.353

---

Entry 2:
# C3H10N2O2

A cluster of 2 separate species, C3H10N2O2 in total (ωB97M-V/def2-TZVPD, OMol25).

E_HOMO, eV: -9.3
DFT total energy, eV: -10349.0332
Kohn-Sham gap, eV: 9.948

Last column: Mulliken charge in e.
Geometry (Å):
N: -0.3836 -2.7984 0.4839  -0.535
C: -0.2096 -1.4387 0.2236  0.719
O: -1.2044 -0.8094 -0.2238  -0.796
O: 0.9411 -0.9419 0.4353  -0.792
H: -1.3508 -2.9798 0.7140  0.243
H: 0.2666 -3.1775 1.1416  0.235
C: 0.7295 1.9400 -1.4645  -0.930
N: 0.1260 1.3470 -0.2688  -0.106
C: -0.0523 2.2252 0.9023  -0.909
H: 0.5515 1.2984 -2.3232  0.329
H: 0.3495 2.9375 -1.6711  0.333
H: 1.8082 1.9791 -1.3182  0.334
H: 0.7354 0.4963 0.0424  0.438
H: -0.7226 0.7617 -0.4455  0.436
H: 0.9333 2.4896 1.2814  0.360
H: -0.6150 1.6918 1.6617  0.286
H: -0.5861 3.1277 0.6086  0.355

---

Entry 3:
# C3H10N2O2

A structure of composition C3H10N2O2 at a distorted geometry (ωB97M-V/def2-TZVPD, OMol25).

E_HOMO, eV: -8.8
DFT total energy, eV: -10343.0701
Kohn-Sham gap, eV: 9.902

Last column: Mulliken charge in e.
Geometry (Å):
C: 0.1429 -0.5310 1.2459  -0.214
C: 0.7619 1.0528 0.6746  -0.980
C: 1.9217 0.9554 -0.3062  -0.875
N: -1.1993 -0.9295 -0.9985  0.137
N: -2.3630 -1.5166 -1.2744  -0.432
O: -0.9213 -1.1388 0.7278  -0.414
O: -1.3632 0.4171 -1.0466  -0.376
H: -0.3976 0.7550 -0.9219  0.362
H: -3.1724 -1.1268 -0.7924  0.264
H: -2.2852 -2.5228 -1.2181  0.274
H: -0.0466 -0.3171 2.3064  0.296
H: 1.0674 -1.1117 1.1428  0.221
H: 0.0684 1.8737 0.4668  0.450
H: 1.1431 1.3672 1.6465  0.345
H: 2.4713 1.8987 -0.3508  0.309
H: 2.6198 0.1732 -0.0025  0.283
H: 1.5519 0.7013 -1.2994  0.352

---

Entry 4:
# C3H10N2O2

A cluster of 2 separate species, C3H10N2O2 in total at a distorted geometry (ωB97M-V/def2-TZVPD, OMol25).

E_HOMO, eV: -9.3
DFT total energy, eV: -10348.2245
Kohn-Sham gap, eV: 10.179

Last column: Mulliken charge in e.
Geometry (Å):
C: 0.9830 2.0588 0.9755  -1.042
C: 0.6715 0.6259 0.6061  -0.223
N: -0.3610 0.6716 -0.4208  -0.251
C: -0.7372 -0.3008 -1.2760  0.479
N: 0.4063 -0.8760 -1.8959  -0.402
O: -1.8373 -0.9383 -1.2048  -0.689
H: 0.3174 2.7189 0.4549  0.325
H: 2.0211 2.3843 0.8375  0.261
H: 0.8423 2.3228 2.0418  0.299
H: 1.5623 0.0767 0.2485  0.345
H: 0.2351 0.1174 1.4211  0.232
H: -1.1016 1.3103 -0.1752  0.239
H: 0.2208 -1.7561 -2.3832  0.225
H: 1.2991 -0.3983 -1.9141  0.208
O: -1.1786 -2.5307 1.0876  -0.647
H: -1.9328 -2.0053 0.6428  0.345
H: -1.4104 -3.4812 0.9543  0.295